C33H31IrN2O7PSeSi as an isolated structure. Source: the OMol25 dataset; level of theory: ωB97M-V/def2-TZVPD.

Output
**E_HOMO (spin up / spin down)**: -0.084 / -0.205 Ha
**Molar mass**: 897.86 u
**Calculated total energy**: -137389.3554 eV
**Kohn-Sham gap (spin up / spin down)**: 4.8 / 6.0 eV
**<S²>**: 6.02
**Spin multiplicity**: 5
**Total charge**: -1

Positions of all 77 atoms, in Å:
Ir -0.4680 -0.9708 0.1008
O 0.8227 -2.7880 3.1672
C 1.1933 -2.0147 2.2945
O 0.9173 -2.1609 1.0073
C 2.0264 -0.8191 2.7198
C 2.6844 -1.0529 3.9289
C 3.6618 -0.1958 4.4018
C 3.8406 1.0086 3.6997
C 3.2063 1.2126 2.4956
C 2.3262 0.2949 1.9678
P 1.7852 0.2877 0.2095
C 3.1615 -0.4924 -0.7168
C 4.1666 -1.2499 -0.0891
C 5.0747 -2.0082 -0.7861
C 5.2076 -1.9031 -2.1916
C 4.1878 -1.2008 -2.8406
C 3.1408 -0.5136 -2.1419
C 1.8475 1.9696 -0.3879
C 0.8954 2.8543 0.1693
C 0.9106 4.1726 -0.1827
C 1.8565 4.6430 -1.1284
C 2.7126 3.7033 -1.7455
C 2.6406 2.3750 -1.4066
H 2.3789 -1.9359 4.5496
H 4.2977 -0.4479 5.2637
H 4.5354 1.8010 4.0975
H 3.5549 2.0362 1.9244
H 4.3555 -1.1506 0.9712
H 5.7422 -2.6528 -0.2077
H 5.9834 -2.4369 -2.6980
H 4.1648 -1.2570 -3.9139
H 2.4089 0.0660 -2.6840
H 0.1957 2.4192 0.8682
H 0.1756 4.8146 0.3191
H 1.6807 5.6621 -1.4787
H 3.4757 4.0903 -2.3769
H 3.3284 1.7008 -1.9333
O -1.0229 0.5003 -5.3905
C -1.9264 1.2094 -4.6469
O -2.5567 2.1730 -5.1208
C -1.9902 0.8302 -3.2441
C -2.5699 1.6487 -2.2622
N -2.3009 1.1543 -1.0425
N -1.5856 -0.0359 -1.1794
C -1.2732 -0.1455 -2.5119
C -0.3812 -1.2787 -2.8588
O -0.1025 -1.6830 -3.9981
O 0.0516 -1.8646 -1.7620
H -0.6120 -0.2898 -4.9307
H -3.2601 2.4306 -2.4642
H -2.6702 1.4339 -0.1342
Se -1.5269 -3.3752 0.4062
C -2.9649 -3.0147 -0.8045
C -2.7782 -3.2417 -2.1881
C -3.7757 -2.8093 -3.0931
C -4.8524 -2.1585 -2.5446
C -5.1183 -2.0862 -1.1340
C -4.1803 -2.5099 -0.2582
H -1.9052 -3.7685 -2.5233
H -3.6465 -2.8591 -4.1445
H -5.6473 -1.6497 -3.1550
H -6.1058 -1.7757 -0.7898
H -4.3215 -2.4056 0.7957
C -2.9031 2.1644 2.7313
Si -2.1958 0.4011 2.8795
C -1.1833 0.3971 4.4618
C -3.6550 -0.8415 2.8970
O -1.1314 0.1592 1.6731
H -3.7831 2.2970 3.4489
H -3.3175 2.3500 1.7322
H -2.1468 2.9382 2.9728
H -1.5007 -0.1882 5.3868
H -1.2049 1.3952 4.8754
H -0.1610 0.1548 4.1623
H -4.4834 -0.8143 3.6818
H -3.1871 -1.8639 2.8612
H -4.1998 -0.8383 1.9696

These are the Mulliken partial charges, in e, on atoms 1 to 5: 2.10, -0.76, 0.17, -0.58, 0.45